Entry from the OMol25 dataset: a structure of composition C3H6O3Pt in a non-equilibrium geometry (the ωB97M-V functional and the def2-TZVPD basis).

Last column: Löwdin charge in e.
Positions of all 13 atoms, in Å:
1 H 2.1884 -1.4812 -0.2104  0.22
2 O 1.2720 -1.7603 0.2082  0.24
3 Pt 2.3362 1.3901 0.2009  0.99
4 O -0.6559 -0.6768 -0.1887  0.10
5 C 0.6050 -0.6563 0.1007  -0.58
6 O 1.2717 0.2491 -0.4446  -0.33
7 C -1.5783 0.1961 0.5072  -0.16
8 C -2.2313 1.1378 -0.4750  -0.04
9 H -2.3008 -0.4905 0.9595  0.14
10 H -1.0654 0.7201 1.3200  0.13
11 H -2.1950 0.7349 -1.4953  0.10
12 H -3.2849 1.2624 -0.1917  0.10
13 H -1.7508 2.1246 -0.4618  0.09

Properties
Spin multiplicity: 4
ΔE to the lowest compared entry with this formula, charge and spin, kcal per mole: 0.00
Molecular weight, g mol⁻¹: 285.16
Max |F|, eV/A: 12.93
Total charge: +1
E_LUMO (spin up / spin down), eV: -5.577 / -7.996